Entry 1:
Computed, not measured: a structure of composition C28H22HgN7S4Sb in a non-equilibrium geometry, with ωB97M-V/def2-TZVPD.

Summary:
* LUMO: 4.09 eV
* calculated total energy: -3449.97132 hartree
* relative energy (zero: lowest compared OMol25 entry of this formula, charge and spin): 0.0 kJ/mol
* E_HOMO: -0.030 Eh
* orbital gap: 4.91 eV
* total charge: -2

Each line ends with the Löwdin charge.
CARTESIAN COORDINATES (ANGSTROEM)
Hg -0.547 -1.348 -1.532  0.574
N -3.354 1.179 -3.617  -0.063
C -2.532 0.567 -2.579  -1.306
S -0.894 0.285 -3.338  0.371
N -2.375 1.561 -1.517  -0.085
N -1.601 1.149 -0.580  -0.031
C -1.203 2.051 0.385  -0.241
C -1.512 3.488 0.270  -0.158
C -1.485 4.208 -0.961  -0.040
C -1.637 5.592 -1.026  -0.110
C -1.953 6.322 0.126  -0.136
C -2.069 5.618 1.328  -0.141
C -1.810 4.289 1.401  -0.088
C -0.533 1.484 1.518  -0.255
C 0.324 2.277 2.331  -0.048
C 1.002 1.677 3.375  -0.119
C 0.929 0.298 3.600  -0.114
C 0.132 -0.394 2.694  -0.188
N -0.608 0.152 1.739  0.115
H -3.617 0.473 -4.297  0.046
H -4.207 1.444 -3.137  0.042
H -1.298 3.656 -1.894  0.101
H -1.538 6.129 -1.957  0.084
H -2.106 7.372 0.087  0.065
H -2.379 6.216 2.212  0.097
H -1.910 3.804 2.368  0.107
H 0.433 3.325 2.178  0.087
H 1.607 2.267 4.049  0.082
H 1.505 -0.273 4.332  0.079
H 0.077 -1.470 2.760  0.076
C -2.443 -4.146 1.859  -0.056
C -1.484 -5.061 2.263  -0.079
C -0.153 -4.792 1.968  -0.030
C 0.145 -3.672 1.197  -0.272
N -0.780 -2.805 0.795  0.033
C -2.031 -3.029 1.137  -0.150
C 1.545 -3.381 0.752  -0.204
C 2.645 -4.237 1.011  -0.022
C 3.893 -3.828 0.638  -0.097
C 4.056 -2.602 0.030  -0.023
C 2.910 -1.839 -0.274  -0.196
N 1.709 -2.227 0.124  0.149
C 2.940 -0.529 -1.001  -0.214
C 3.959 -0.139 -1.875  -0.031
C 3.858 1.079 -2.552  -0.083
C 2.773 1.903 -2.303  -0.056
C 1.812 1.439 -1.399  -0.158
N 1.883 0.272 -0.806  0.105
H -3.492 -4.312 2.025  0.094
H -1.767 -5.994 2.783  0.104
H 0.638 -5.485 2.251  0.091
H -2.704 -2.226 0.843  0.088
H 2.483 -5.252 1.436  0.108
H 4.772 -4.455 0.817  0.104
H 5.043 -2.205 -0.268  0.107
H 4.806 -0.783 -2.091  0.096
H 4.590 1.345 -3.312  0.097
H 2.537 2.802 -2.872  0.105
H 0.913 2.019 -1.197  0.089
S -2.920 -3.230 -5.241  -0.485
Sb -2.969 -3.298 -2.962  0.105
S -0.648 -3.721 -2.218  -0.317
S -3.359 -1.009 -1.874  0.192

Entry 2:
Computed, not measured: the molecule C4H6N2O in a non-equilibrium geometry, with ωB97M-V/def2-TZVPD.

Summary:
* LUMO: 0.84 eV
* calculated total energy: -340.74988 hartree
* relative energy (zero: lowest compared OMol25 entry of this formula, charge and spin): 118.2 kJ/mol
* E_HOMO: -0.311 Eh
* orbital gap: 9.30 eV
* SMILES: Cc1c[nH]c(O)n1

Each line ends with the Löwdin charge.
CARTESIAN COORDINATES (ANGSTROEM)
C 2.009 0.480 0.125  -0.047
C 0.599 -0.017 0.062  -0.405
C 0.157 -1.298 0.190  0.002
N -1.385 -1.105 0.080  0.126
C -1.505 0.222 -0.095  -0.520
O -2.683 0.841 -0.288  0.090
N -0.397 0.904 -0.104  0.133
H 2.175 0.932 1.110  0.081
H 2.134 1.257 -0.633  0.076
H 2.769 -0.293 -0.022  0.074
H 0.822 -2.104 -0.180  0.107
H -2.296 -1.572 0.250  0.159
H -2.399 1.751 -0.493  0.123

Entry 3:
Computed, not measured: a structure of composition C6H8KLiO6 in a non-equilibrium geometry, with ωB97M-V/def2-TZVPD.

Summary:
* LUMO: -0.37 eV
* calculated total energy: -1292.15398 hartree
* relative energy (zero: lowest compared OMol25 entry of this formula, charge and spin): 603.3 kJ/mol
* E_HOMO: -0.251 Eh
* orbital gap: 6.47 eV

Each line ends with the Löwdin charge.
CARTESIAN COORDINATES (ANGSTROEM)
K -2.052 -0.518 -0.340  1.046
O 0.062 0.412 0.260  -0.297
O 0.792 2.520 -1.020  -0.081
C -0.309 3.389 -0.732  -0.148
C -1.496 2.637 -1.327  -0.158
O -0.971 1.314 -1.549  -0.258
C 0.371 1.215 -1.115  -0.350
H -0.396 3.549 0.352  0.123
H -0.119 4.352 -1.219  0.122
H -1.833 3.020 -2.299  0.121
H -2.362 2.631 -0.651  0.113
Li 1.909 -0.315 -0.969  0.722
O 1.968 -0.503 0.925  -0.101
O 0.543 -1.584 2.156  -0.060
C 0.775 -2.942 1.791  -0.155
C 0.305 -3.077 0.317  -0.052
O -0.217 -1.602 0.306  -0.343
C 0.715 -0.755 1.026  -0.715
H 1.854 -3.141 1.849  0.126
H 0.077 -3.512 2.419  0.125
H -0.678 -3.548 0.147  0.108
H 1.064 -3.543 -0.328  0.112

Entry 4:
Computed, not measured: the molecule C6H13N in a non-equilibrium geometry, with ωB97M-V/def2-TZVPD.

Summary:
* LUMO: 1.06 eV
* calculated total energy: -291.12585 hartree
* relative energy (zero: lowest compared OMol25 entry of this formula, charge and spin): 86.4 kJ/mol
* E_HOMO: -0.315 Eh
* orbital gap: 9.62 eV
* SMILES: C/C=C(\C)CCN

Each line ends with the Löwdin charge.
CARTESIAN COORDINATES (ANGSTROEM)
C -1.559 -2.469 -0.733  -0.094
C -0.401 -1.487 -0.706  -0.127
C -0.306 -0.415 0.087  -0.326
C -1.488 0.087 0.903  -0.046
C 1.032 0.195 0.401  -0.178
C 1.164 1.616 -0.154  -0.307
N 2.315 2.367 0.301  -0.005
H -1.940 -2.375 0.281  0.060
H -1.272 -3.488 -0.978  0.067
H -2.309 -2.191 -1.480  0.075
H 0.340 -1.550 -1.495  0.100
H -1.245 -0.033 1.961  0.087
H -2.407 -0.401 0.599  0.064
H -1.607 1.146 0.663  0.072
H 1.834 -0.398 -0.043  0.107
H 1.227 0.169 1.472  0.116
H 0.237 2.163 0.042  0.100
H 1.075 1.563 -1.251  0.112
H 3.157 2.144 -0.206  0.063
H 2.152 3.359 0.336  0.058

Which of these has the lowest LUMO? C6H8KLiO6

Which of these has the highest E_HOMO? C28H22HgN7S4Sb

What is the formula in the second record? C4H6N2O

Repeat the fourth record exactly.
Computed, not measured: the molecule C6H13N in a non-equilibrium geometry, with ωB97M-V/def2-TZVPD.

Summary:
* LUMO: 1.06 eV
* calculated total energy: -291.12585 hartree
* relative energy (zero: lowest compared OMol25 entry of this formula, charge and spin): 86.4 kJ/mol
* E_HOMO: -0.315 Eh
* orbital gap: 9.62 eV
* SMILES: C/C=C(\C)CCN

Each line ends with the Löwdin charge.
CARTESIAN COORDINATES (ANGSTROEM)
C -1.559 -2.469 -0.733  -0.094
C -0.401 -1.487 -0.706  -0.127
C -0.306 -0.415 0.087  -0.326
C -1.488 0.087 0.903  -0.046
C 1.032 0.195 0.401  -0.178
C 1.164 1.616 -0.154  -0.307
N 2.315 2.367 0.301  -0.005
H -1.940 -2.375 0.281  0.060
H -1.272 -3.488 -0.978  0.067
H -2.309 -2.191 -1.480  0.075
H 0.340 -1.550 -1.495  0.100
H -1.245 -0.033 1.961  0.087
H -2.407 -0.401 0.599  0.064
H -1.607 1.146 0.663  0.072
H 1.834 -0.398 -0.043  0.107
H 1.227 0.169 1.472  0.116
H 0.237 2.163 0.042  0.100
H 1.075 1.563 -1.251  0.112
H 3.157 2.144 -0.206  0.063
H 2.152 3.359 0.336  0.058